The following is a DFT calculation (wB97M-V/def2-TZVPD) of 3 unconnected molecules or ions with the total composition C20H30O7S2.

```
59
Properties=species:S:1:pos:R:3:forces:R:3:mulliken_charge:R:1
C 2.194363 -1.359210 -3.334865 0.07 -0.28 -0.27 -0.71
H 2.782640 -5.304516 -0.122517 0.12 -0.05 0.00 0.45
C 2.926220 -1.069049 -2.080652 0.04 0.14 0.24 0.57
C 3.007695 -4.309815 -0.422279 -0.25 0.08 0.09 0.05
H -4.710369 6.237003 -0.970822 -0.01 0.00 0.01 0.33
O -1.760387 3.216682 -1.832664 0.02 -0.08 0.02 -0.66
H -0.829986 -0.542243 -2.779052 0.09 0.34 -0.07 0.40
O 0.036521 -2.069374 1.547870 0.05 -0.05 0.08 -0.56
O 4.581204 -1.129663 0.948329 -0.10 0.09 0.08 -0.54
H 2.286237 -1.986604 4.199104 0.01 -0.02 -0.02 0.38
H -4.447013 3.719647 0.112915 0.04 -0.08 -0.02 0.38
C -0.685277 -3.022779 3.902052 -0.08 0.03 0.23 -0.76
H -1.691251 0.888099 -0.728140 -0.04 -0.10 0.09 -0.29
C 0.171479 -2.913870 -2.752287 0.55 0.02 0.38 -1.04
S -2.164463 3.728200 -0.548380 -0.02 0.24 0.12 1.15
H -1.519686 -0.632680 0.178935 0.08 0.10 0.07 0.19
C 0.424434 -0.930426 4.612189 -0.06 -0.05 -0.03 -0.63
H -1.262239 -1.861120 5.647860 0.00 -0.01 0.01 0.34
C 3.405573 0.325261 -1.841220 0.00 0.07 0.00 -0.09
C -0.506399 -0.612747 -1.739697 0.27 -0.65 0.37 -0.14
C -0.045286 -2.073507 -1.490753 -0.70 0.20 -0.24 0.11
H -2.601702 -0.535050 -1.208710 -0.03 -0.09 0.04 0.36
C 3.330947 -1.786814 -1.023521 -0.19 -0.10 -0.20 0.68
H -0.842446 -2.559064 -0.925026 0.02 -0.07 0.05 0.62
O -1.957737 2.962961 0.654169 0.04 -0.08 -0.05 -0.68
C 3.140155 -3.156233 -0.716774 0.24 -0.13 -0.08 -0.55
H -2.356369 7.329192 -0.639756 0.00 0.01 0.00 0.35
O 1.437597 -3.884936 2.545343 -0.03 -0.06 -0.08 -0.73
H -2.482317 6.249598 -2.028468 0.02 0.00 0.00 0.29
H 0.875217 -0.368497 5.428607 0.00 0.00 0.00 0.39
H -0.664396 -2.741417 -3.431594 -0.03 0.02 -0.06 0.42
H -0.245565 -0.258890 4.071178 0.02 0.01 -0.01 0.28
H 0.265357 -2.715534 5.820192 0.02 0.00 -0.01 0.29
H 0.816196 -2.087918 -0.834045 0.00 -0.12 0.04 -0.29
O 3.895055 0.411041 -0.549408 0.41 0.06 -0.11 -0.34
C -0.354919 -2.151977 5.120710 0.03 0.01 -0.03 -0.59
C -3.879547 5.770360 -0.443977 0.04 -0.02 0.00 -0.64
H -0.694046 -4.086267 4.126010 0.01 -0.02 -0.07 0.36
H 0.126205 -3.960372 -2.444851 -0.09 -0.08 -0.14 0.31
H -3.993710 5.999071 0.617273 0.02 -0.01 0.01 0.29
C -1.472373 5.367046 -0.340869 -0.03 0.20 -0.06 -0.72
H 1.326518 -2.824152 -4.563198 0.01 -0.07 -0.03 0.42
C -3.884554 4.250498 -0.650608 -0.16 0.17 0.03 -0.70
H -1.625246 -2.734284 3.435728 0.04 0.02 -0.07 0.35
H -0.508244 5.404519 -0.842213 0.01 -0.10 0.01 0.39
H -4.245186 3.971612 -1.638603 0.07 -0.03 -0.02 0.38
H 1.904210 -0.734878 2.986376 0.01 -0.07 -0.07 0.34
H 2.922466 -1.240509 -4.144933 0.05 0.06 0.01 0.62
O 3.436252 1.244820 -2.592898 -0.17 0.04 0.06 -0.56
H 0.340541 0.053360 -1.565003 -0.01 0.18 -0.27 0.04
H -1.348138 5.533325 0.728688 0.00 -0.03 0.01 0.35
C 4.015509 -0.872833 -0.063255 -0.10 -0.07 0.09 0.28
C -2.524345 6.295627 -0.938342 -0.04 -0.05 -0.01 -0.57
S 0.619208 -2.710578 2.701174 0.06 0.03 0.07 1.10
C 1.486352 -1.476186 3.663529 0.00 0.13 0.13 -0.65
H 1.472838 -0.558801 -3.499589 0.00 0.10 0.03 0.25
C -1.642702 -0.195377 -0.810392 -0.12 0.08 -0.24 -0.57
C 1.516071 -2.719709 -3.492856 -0.35 0.02 -0.23 -0.89
H 2.195275 -3.534022 -3.247112 0.16 0.11 0.16 0.36
```
Forces are in eV/Å.

## Properties
energy	-57227.207	eV
HOMO energy	-9.5	eV
LUMO level	-0.557	eV
orbital gap	8.9	eV

***

The following is a DFT calculation (wB97M-V/def2-TZVPD) of a molecular structure, C7H8N2O.

```
18
Properties=species:S:1:pos:R:3:forces:R:3:mulliken_charge:R:1
H -3.148258 -1.942172 -0.699508 0.15 1.85 0.10 0.34
C -0.455722 -0.330161 0.021048 0.42 -0.78 -0.32 0.27
H 1.251139 -1.259388 1.111961 -1.30 1.94 -4.09 0.31
N 0.955929 -0.690195 0.108016 -0.59 -2.16 4.58 -0.18
C -3.063337 0.204376 -0.192766 -3.06 3.68 -0.55 -0.23
H 3.351506 -0.381704 1.263158 -0.08 -0.26 -2.23 0.27
C -0.857767 0.978618 0.281452 1.64 1.66 0.75 0.17
O 1.815183 1.100264 -1.022494 -0.63 0.22 -0.06 -0.59
N -1.274638 -1.314279 -0.333955 0.77 0.84 0.01 -0.53
C -2.570175 -0.987132 -0.469242 1.30 -5.06 0.06 -0.23
C -2.220486 1.279396 0.120869 0.13 3.58 1.01 -0.46
H -4.160286 0.355007 -0.385932 1.22 0.06 0.47 0.31
H -2.650167 2.600080 0.301639 1.34 -4.76 -0.60 0.18
H 4.075534 0.323496 -0.129460 1.90 2.17 -1.19 0.40
H 0.066411 1.672910 0.627128 -2.91 -1.21 -1.01 0.16
C 3.310461 -0.306590 0.078489 -0.21 -5.41 2.93 -1.22
C 1.946948 0.131253 -0.302742 1.06 0.55 -1.21 0.79
H 3.627731 -1.433787 -0.377666 -1.13 3.09 1.33 0.23
```
Forces are in eV/Å.

## Properties
energy	-12413.935	eV
HOMO energy	-9.6	eV
energy above the lowest of the compared OMol25 structures with the same formula, charge and spin	237.7	kJ/mol
LUMO level	0.654	eV
orbital gap	10.2	eV

***

The following is a DFT calculation (wB97M-V/def2-TZVPD) of a molecular structure, C18H16I2LuO4SYb.

```
43
Properties=species:S:1:pos:R:3:forces:R:3:mulliken_charge:R:1
H 1.702178 -0.638874 -2.078138 0.00 -0.14 -0.24 0.14
H -2.327661 -0.164833 -3.599172 0.26 -0.09 -0.05 0.43
O 2.350434 -2.479871 2.721020 -1.85 2.29 -1.79 -0.27
C 1.096819 2.538053 3.043329 -0.02 0.88 1.75 -0.27
H -1.614603 -2.211219 -2.130045 -0.29 0.06 -0.37 0.41
C -0.001324 1.598756 3.084445 0.78 -0.48 0.21 -0.28
C -1.302657 1.946565 2.722951 -0.26 2.03 1.06 -0.21
H -0.556594 -1.777646 3.220700 0.09 0.26 -0.33 0.77
H -3.321531 1.390420 2.309422 0.00 0.27 -0.05 0.58
C -2.311794 1.065655 2.525787 -1.30 -1.64 -0.37 -0.93
C 1.085271 -0.167742 -2.852176 0.29 0.44 0.43 -1.18
I -2.190734 -5.879336 1.983188 0.35 -0.46 0.34 0.23
Yb 1.009911 1.507492 0.961604 -1.22 0.96 -6.65 0.60
H 3.220590 2.912041 2.637877 -1.14 -1.12 0.32 0.51
H 1.408188 -0.526445 -3.840934 -0.12 0.00 0.29 0.48
C -0.596681 -1.965713 -2.453953 -0.49 0.06 0.82 -1.75
H -1.536334 3.003108 2.693975 -0.12 0.15 -0.02 0.78
I -3.148276 -3.786219 0.732674 0.08 1.14 -0.47 0.27
C 1.638594 -0.182250 2.660785 0.84 0.48 0.19 0.82
H -0.989564 -0.382259 -4.748511 0.14 -0.06 0.50 0.47
C 1.807917 -1.564466 2.131699 3.27 -2.79 3.00 -0.18
C 1.727384 3.050787 -0.946024 1.96 3.13 -5.33 0.18
O 1.933275 3.699556 -1.887606 -1.02 -3.07 4.57 -0.05
C -0.315447 3.724813 0.288393 -3.00 4.03 -2.20 0.18
H -1.194942 1.145009 -3.877842 0.15 -0.23 -0.01 0.42
C 0.304719 0.219550 3.013389 0.53 -0.54 -0.48 0.94
Lu -1.079240 -1.204496 0.601022 -1.62 -2.60 -2.55 0.90
C 1.334973 -1.803250 0.645528 0.94 -1.27 -1.49 0.38
C -1.265521 0.055040 -3.773013 -0.62 0.68 0.25 -1.55
H 0.063780 -2.395620 -1.688250 0.37 -0.10 -0.25 0.39
H -2.927040 -1.052912 2.788909 0.52 0.45 -0.33 0.80
S -0.962707 0.606861 -1.017414 0.51 -0.23 0.24 -0.30
C -2.091006 -0.326762 2.679795 1.38 0.23 2.01 -0.61
O 1.999439 -2.343025 -0.170478 -1.05 1.02 1.33 -0.14
H 0.819948 3.589505 3.196014 0.41 -0.25 -0.13 0.61
C 2.679155 0.741156 2.504076 0.51 -0.28 1.04 -0.37
H -0.426294 -2.500234 -3.412331 0.02 0.26 0.58 0.49
C -0.734999 -0.729461 2.914143 -2.29 -0.43 1.34 -1.15
C 2.391526 2.136679 2.756508 1.44 0.82 1.37 -0.84
H 1.292709 0.902827 -2.802240 -0.11 0.00 -0.32 0.27
O -0.855023 4.580131 -0.275261 2.36 -3.71 2.54 -0.06
C -0.384011 -0.468627 -2.643480 0.22 -0.33 -1.12 1.48
H 3.695289 0.443897 2.146720 -0.86 0.15 0.38 0.58
```
Forces are in eV/Å.

## Properties
energy	-119255.583	eV
net charge	+4
HOMO energy (spin up / spin down)	-20.2 / -20.2	eV
LUMO level (spin up / spin down)	-15.667 / -15.875	eV
orbital gap (spin up / spin down)	4.6 / 4.4	eV
spin multiplicity	2

***

The following is a DFT calculation (wB97M-V/def2-TZVPD) of C12H20N4O3 in the gas phase.

```
39
Properties=species:S:1:pos:R:3:forces:R:3:mulliken_charge:R:1
H 1.804819 -0.388494 -1.099883 0.28 0.49 0.87 0.12
H -3.565239 -1.570544 -1.034879 -0.05 -1.59 -0.77 0.47
C 0.395779 -0.635122 1.439818 -0.42 4.17 2.56 0.40
C -1.803943 -1.817774 0.604836 3.00 -1.38 1.15 -0.40
H -4.647208 2.240361 -1.654107 2.61 -1.06 2.04 0.29
H 4.743747 -0.583034 -0.541887 0.54 1.25 0.36 0.30
H -2.620586 -0.800756 2.451934 -0.01 -0.05 -1.81 0.33
H 3.002834 -1.709682 1.903405 -0.07 -0.25 -0.78 0.35
H 2.145667 0.085722 1.890970 0.63 0.63 -0.74 0.31
O -3.176793 -2.487626 -1.360879 -1.45 1.62 -0.52 -0.46
N -3.701411 0.470823 -0.597842 -0.78 1.74 0.72 -0.64
C 2.043970 0.357265 -0.258829 -2.49 1.93 -7.57 0.15
C -1.973701 -2.416434 -0.943224 8.08 2.28 0.57 0.60
H -3.671726 -1.586709 1.217612 -1.57 0.57 0.04 0.43
C -2.853690 -0.908331 1.338435 2.67 0.11 -0.98 -0.82
H 1.159133 1.947747 -1.654429 -1.36 -1.08 2.02 0.38
H 4.176988 -0.427101 -2.122702 1.19 2.08 1.29 0.23
C 4.572188 0.275826 -1.221762 -0.77 0.57 -2.47 -1.02
C 3.301674 1.141227 -0.827211 -0.48 -0.05 0.30 -0.57
O -0.791187 -2.564059 -1.558214 -7.12 -0.47 2.44 -0.65
H -0.093671 1.059323 -0.450498 -0.47 0.24 -0.45 -0.07
N 2.673729 -1.558368 0.940027 1.24 -5.68 0.38 -0.45
C 1.903455 -0.421845 0.933985 -2.36 1.74 4.80 -0.15
H -3.018789 3.595387 -0.287557 0.36 -2.70 1.08 0.31
H 5.520906 1.041868 -1.553813 -2.59 -2.71 1.02 0.25
N -3.096139 2.534002 -0.073211 1.40 3.51 -1.39 -0.05
H 2.183822 -2.515478 0.671689 1.12 2.78 0.40 0.30
C -2.891769 0.397108 0.549436 -0.39 1.68 -1.77 0.98
H -1.750794 -2.792735 1.230748 -0.04 1.31 -0.92 0.36
N -0.353590 -1.247557 0.582334 -2.15 -4.33 -3.08 0.00
O -0.049752 0.015317 2.460282 1.45 -2.20 -2.52 -0.73
H 0.131090 -1.858462 -0.163379 -0.83 1.60 1.18 0.33
H -1.814092 2.197061 1.543104 -0.34 -1.63 -1.90 0.31
H 2.903204 1.920090 -1.665534 1.46 -2.38 1.66 0.18
C -3.816188 1.824166 -0.872156 -4.29 -3.78 -3.40 -0.31
H 1.077968 2.232252 0.131392 -0.24 1.37 0.81 0.46
C 0.869647 1.509864 -0.607565 2.64 -1.86 -0.72 -1.32
C -2.292527 1.666483 0.619722 0.11 0.72 5.79 -0.63
H 3.372170 1.778214 0.039844 1.46 0.77 0.30 0.43
```
Forces are in eV/Å.

## Properties
energy	-24865.605	eV
HOMO energy	-8.7	eV
energy above the lowest of the compared OMol25 structures with the same formula, charge and spin	742.0	kJ/mol
LUMO level	0.445	eV
orbital gap	9.2	eV

***

The following is a DFT calculation (wB97M-V/def2-TZVPD) of 2 unconnected molecules or ions with the total composition C4H12N2.

```
18
Properties=species:S:1:pos:R:3:forces:R:3:mulliken_charge:R:1
C -0.533335 -0.381629 0.460253 -0.29 1.62 0.07 -0.65
H -0.894000 2.860880 -0.548408 -0.34 -0.20 -0.28 0.37
H 0.662386 3.069382 -0.845833 0.18 -0.14 -0.36 0.40
C 0.272056 -0.129756 -0.712938 1.23 -0.71 -0.86 -0.31
N -0.079625 2.366715 -0.921224 -0.24 0.65 1.22 -0.17
H 0.093722 -3.526699 -0.257795 0.09 0.03 0.12 0.25
H -0.211416 2.091003 -1.891516 -0.13 0.11 -0.07 0.37
H -0.266681 -0.510157 1.488710 0.79 -0.32 0.02 0.31
H 2.095703 0.864692 1.093186 0.03 -0.43 -0.17 0.34
C 1.135822 1.367227 1.084646 1.95 0.52 0.36 -1.16
H -1.568226 -0.543710 0.303410 -0.91 0.29 -0.25 0.33
H 1.199145 -0.648783 -0.971296 -0.07 -0.12 0.31 0.30
N -0.614568 -2.996006 0.239491 -0.10 -0.22 -0.08 -0.74
H -1.491346 -3.272800 -0.188621 -0.10 0.01 0.02 0.26
H -0.444807 -0.195172 -1.523340 0.29 0.21 -0.60 0.25
H 0.947552 1.733235 2.085875 -0.78 0.69 -0.39 0.37
C 0.341503 1.209362 -0.081798 -1.68 -1.94 0.97 0.21
H -0.643882 -3.357785 1.187194 0.07 -0.06 -0.03 0.26
```
Forces are in eV/Å.

## Properties
energy	-7311.854	eV
net charge	+1
HOMO energy (spin up / spin down)	-11.6 / -12.8	eV
energy above the lowest of the compared OMol25 structures with the same formula, charge and spin	249.9	kJ/mol
LUMO level (spin up / spin down)	-3.323 / -4.199	eV
orbital gap (spin up / spin down)	8.3 / 8.6	eV
spin multiplicity	2

***

no.,strongest force on any atom (eV/Å)
1,0.79
2,6.15
3,6.83
4,8.41
5,2.74